Here is a 2-piece molecular cluster, C23H22BCl3O4P overall in a non-equilibrium geometry from the OMol25 dataset. Energies are from ωB97M-V/def2-TZVPD.

Calculated values
HOMO-LUMO gap   4.75 eV
E_LUMO   0.54 eV
Multiplicity   1
Total charge   -1
HOMO   -4.21 eV

Cartesian coordinates (Å):
Cl: -1.13072 3.10696 -1.35542
B: -1.93552 1.85347 -0.26767
Cl: -2.96909 2.60993 1.10522
Cl: -3.02148 0.68707 -1.26993
O: -0.85577 1.06243 0.34470
C: -0.99273 0.15717 1.25188
C: -0.28941 0.33838 2.48186
C: -0.67532 -0.41343 3.61492
C: -0.03161 -0.21085 4.82705
C: 1.01139 0.72772 4.92057
C: 1.37562 1.50293 3.80638
C: 0.71720 1.33873 2.59598
H: -1.73959 -0.64134 1.13474
H: -1.48805 -1.13082 3.49415
H: -0.33013 -0.79389 5.69990
H: 1.54733 0.84332 5.86293
H: 2.18367 2.23162 3.88588
H: 0.93896 1.96970 1.73471
C: 3.84344 0.52863 -0.29584
C: 3.10791 -0.54263 -1.05519
O: 1.72839 -0.56943 -0.64741
C: 1.06791 -1.50643 -1.38686
C: -0.37933 -1.51954 -1.19749
P: -1.25764 -2.37021 -2.44762
C: -0.55125 -4.03145 -2.63012
C: -0.11050 -4.77340 -1.53379
C: 0.34832 -6.08452 -1.72006
C: 0.40256 -6.63308 -3.00544
C: -0.00258 -5.87070 -4.10729
C: -0.47807 -4.57127 -3.91971
C: -2.89487 -2.67014 -1.69761
C: -3.02602 -3.13388 -0.38941
C: -4.30262 -3.32069 0.16110
C: -5.44082 -3.02975 -0.59520
C: -5.30542 -2.55795 -1.90641
C: -4.03758 -2.38150 -2.45750
O: -1.38653 -1.66898 -3.76497
O: 1.68438 -2.27292 -2.13758
H: 4.87744 0.54412 -0.65142
H: 3.41280 1.51898 -0.47209
H: 3.86479 0.33113 0.78063
H: 3.15738 -0.33268 -2.13294
H: 3.56772 -1.52147 -0.86437
H: -0.84843 -0.60195 -0.89037
H: -0.11661 -4.33403 -0.53709
H: 0.66891 -6.66525 -0.85455
H: 0.76323 -7.65164 -3.14912
H: 0.05103 -6.28296 -5.11472
H: -0.78508 -3.95916 -4.76797
H: -2.13588 -3.33764 0.20659
H: -4.39469 -3.68786 1.18395
H: -6.43342 -3.16598 -0.16554
H: -6.18658 -2.31789 -2.50127
H: -3.91383 -1.99407 -3.46884